1.
ORCA calculation (ωB97M-V with the def2-TZVPD basis set) on one molecule with the formula C5H8N2OS.

Results
HOMO-LUMO gap, eV: 8.601
HOMO energy, hartree: -0.2874
SMILES: COc1snc(C)c1N
Multiplicity: 1

Last column: natural (NBO) charge in e.
Positions of all 17 atoms, in Å:
C  3.101  0.347  -0.388  -0.26
O  2.030  0.677  0.441  -0.49
C  1.030  -0.147  0.223  0.05
S  0.953  -1.872  0.011  0.59
N  -0.684  -1.939  -0.158  -0.62
C  -1.277  -0.776  -0.036  0.16
C  -2.742  -0.744  -0.056  -0.66
C  -0.429  0.350  0.173  0.04
N  -0.975  1.633  0.342  -0.81
H  2.722  -0.104  -1.302  0.19
H  3.704  -0.346  0.051  0.17
H  3.833  1.210  -0.571  0.20
H  -3.144  -1.513  -0.668  0.24
H  -3.284  -0.784  0.887  0.23
H  -2.851  0.139  -0.662  0.23
H  -0.330  2.306  0.634  0.37
H  -1.656  1.562  1.079  0.37

2.
ORCA calculation (ωB97M-V with the def2-TZVPD basis set) on one molecule with the formula C5H8N2OS.

Results
HOMO-LUMO gap, eV: 9.032
HOMO energy, hartree: -0.3059
Multiplicity: 1

Last column: natural (NBO) charge in e.
Positions of all 17 atoms, in Å:
C  0.247  1.969  0.482  0.11
C  1.201  0.892  0.474  -0.31
C  0.646  -1.267  -0.564  -0.23
C  -0.577  -1.622  0.350  -0.62
C  -0.528  0.681  -1.083  -0.06
N  -0.591  1.963  -0.452  -0.38
N  0.725  0.149  -0.742  -0.42
O  -2.390  0.315  0.898  -0.97
S  -1.954  -0.445  -0.254  1.15
H  0.307  2.897  1.009  0.21
H  2.293  1.019  0.409  0.24
H  0.934  0.255  1.334  0.21
H  1.478  -1.417  0.079  0.21
H  0.462  -1.827  -1.383  0.20
H  -0.912  -2.564  0.144  0.21
H  -0.503  -1.623  1.461  0.23
H  -0.839  0.626  -2.162  0.20

3.
ORCA calculation (ωB97M-V with the def2-TZVPD basis set) on one molecule with the formula C5H8N2S.

Results
HOMO-LUMO gap, eV: 8.886
HOMO energy, hartree: -0.3118
SMILES: C[C@H]1CN1/C=N\C=S
Multiplicity: 1

Last column: natural (NBO) charge in e.
Positions of all 16 atoms, in Å:
C  -1.845  -1.704  0.543  -0.61
C  -1.439  -0.577  -0.406  -0.06
C  -2.235  0.568  -0.529  -0.23
N  -1.152  0.601  0.342  -0.44
C  -0.218  1.652  0.125  0.32
N  1.049  1.409  0.071  -0.46
C  1.696  0.326  0.594  -0.12
S  2.246  -0.842  -0.348  -0.04
H  -2.653  -1.353  1.155  0.21
H  -2.285  -2.491  -0.054  0.20
H  -0.975  -2.170  0.939  0.23
H  -0.962  -1.058  -1.276  0.22
H  -3.193  0.506  -0.152  0.19
H  -2.192  1.206  -1.457  0.19
H  -0.670  2.653  -0.061  0.19
H  1.958  0.512  1.628  0.20

4.
ORCA calculation (ωB97M-V with the def2-TZVPD basis set) on one molecule with the formula C5H8N2S.

Results
HOMO-LUMO gap, eV: 9.934
HOMO energy, hartree: -0.3438
SMILES: CN1CCS[C@@H]1C#N
Multiplicity: 1

Last column: natural (NBO) charge in e.
Positions of all 16 atoms, in Å:
C  -0.850  -1.279  -0.102  -0.45
N  0.525  -0.854  0.000  -0.38
C  0.827  0.407  -0.557  -0.26
C  0.598  1.602  0.322  -0.59
S  0.096  1.052  1.937  0.28
C  0.683  -0.630  1.785  -0.34
C  2.115  -0.841  2.001  0.24
N  3.242  -0.959  2.177  -0.30
H  -0.836  -2.420  0.286  0.22
H  -1.556  -0.611  0.348  0.18
H  -1.206  -1.010  -1.165  0.21
H  0.303  0.540  -1.553  0.22
H  1.947  0.430  -1.016  0.21
H  1.647  2.032  0.337  0.24
H  -0.123  2.264  -0.121  0.24
H  0.105  -1.477  2.288  0.28

5.
ORCA calculation (ωB97M-V with the def2-TZVPD basis set) on one molecule with the formula C5H8N2S.

Results
HOMO-LUMO gap, eV: 7.884
HOMO energy, hartree: -0.3288
SMILES: [H]/N=C(\N)C(=S)/C=C/C
Multiplicity: 1

Last column: natural (NBO) charge in e.
Positions of all 16 atoms, in Å:
H  2.735  -1.993  -0.288  0.33
N  1.801  -1.551  -0.498  -0.68
C  1.870  -0.310  -0.124  0.37
N  2.959  0.252  0.468  -0.81
C  0.668  0.600  -0.262  -0.11
S  0.871  2.231  -0.232  0.00
C  -0.588  -0.135  -0.154  -0.32
C  -1.736  0.528  -0.165  -0.05
C  -3.071  -0.141  0.142  -0.65
H  3.818  -0.183  0.250  0.38
H  2.984  1.251  0.487  0.40
H  -0.422  -1.219  -0.011  0.25
H  -1.599  1.614  -0.269  0.22
H  -3.651  0.362  0.917  0.23
H  -2.961  -1.162  0.483  0.22
H  -3.679  -0.144  -0.745  0.23

6.
ORCA calculation (ωB97M-V with the def2-TZVPD basis set) on one molecule with the formula C5H8N2S.

Results
HOMO-LUMO gap, eV: 8.526
HOMO energy, hartree: -0.2846
SMILES: C=C1CSN=CN1C
Multiplicity: 1

Last column: natural (NBO) charge in e.
Positions of all 16 atoms, in Å:
C  0.395  -1.107  1.586  -0.47
C  -0.021  -0.063  0.782  0.21
C  -0.359  1.422  1.189  -0.65
S  -1.741  2.217  0.541  0.49
N  -1.388  1.685  -1.033  -0.67
C  -0.708  0.635  -1.360  0.26
N  0.026  -0.168  -0.615  -0.45
C  0.680  -1.226  -1.315  -0.43
H  0.349  -0.996  2.684  0.21
H  0.734  -1.984  1.249  0.19
H  0.500  1.970  0.925  0.22
H  -0.302  1.685  2.342  0.24
H  -0.760  0.426  -2.398  0.19
H  1.684  -1.607  -0.953  0.23
H  1.051  -0.843  -2.285  0.22
H  -0.141  -2.047  -1.340  0.21

7.
ORCA calculation (ωB97M-V with the def2-TZVPD basis set) on one molecule with the formula C5H8N2S2.

Results
HOMO-LUMO gap (spin up / spin down), eV: 7.478 / 6.872
HOMO energy (spin up / spin down), hartree: -0.2942 / -0.2882
Multiplicity: 1

Last column: natural (NBO) charge in e.
Positions of all 17 atoms, in Å:
C  0.642  -1.302  -0.042  0.23
C  -0.014  0.957  -0.911  -0.17
C  -0.202  -0.532  -1.004  -0.39
C  1.268  0.270  1.573  0.01
C  -1.682  -0.890  -0.605  -0.60
N  1.330  -0.891  0.931  -0.46
N  0.961  1.515  0.969  -0.56
S  1.704  2.873  0.915  0.09
S  -0.405  0.837  2.056  0.18
H  0.656  -2.317  -0.210  0.17
H  0.540  1.320  -1.692  0.18
H  -0.001  -0.867  -2.082  0.24
H  2.120  0.386  2.261  0.22
H  -1.911  0.015  0.120  0.23
H  -1.724  -1.829  -0.056  0.21
H  -2.290  -1.025  -1.488  0.22
H  -0.991  1.481  -0.735  0.20

8.
ORCA calculation (ωB97M-V with the def2-TZVPD basis set) on a 2-piece molecular cluster, C5H8N3O overall.

Results
Charge: +1
HOMO-LUMO gap (spin up / spin down), eV: 8.309 / 5.827
HOMO energy (spin up / spin down), hartree: -0.4802 / -0.4467
Multiplicity: 1

Last column: natural (NBO) charge in e.
Positions of all 17 atoms, in Å:
C  -2.140  -1.337  -0.452  -0.26
C  -1.194  -0.579  0.235  -0.11
C  -1.644  -1.506  -1.826  0.13
C  -0.165  -0.224  -0.653  -0.08
C  0.787  0.737  -0.406  0.42
N  -0.509  -0.830  -1.915  -0.47
N  2.016  0.871  -0.714  -0.70
N  1.482  1.364  2.617  -0.24
O  0.373  1.561  3.314  -0.49
H  -2.849  -1.961  -0.101  0.24
H  -1.117  -0.202  1.193  0.25
H  -2.064  -1.969  -2.673  0.25
H  0.131  -0.801  -2.753  0.44
H  2.616  0.227  -1.272  0.43
H  2.499  1.725  -0.452  0.44
H  1.150  1.505  1.627  0.25
H  0.628  1.420  4.231  0.49

9.
ORCA calculation (ωB97M-V with the def2-TZVPD basis set) on an isolated ion of composition C5H8N3O2 and charge +1.

Results
Charge: +1
HOMO-LUMO gap, eV: 10.705
HOMO energy, hartree: -0.5600
SMILES: CCOc1[nH+]cnn1C=O
Multiplicity: 1

Last column: natural (NBO) charge in e.
Positions of all 18 atoms, in Å:
C  1.650  0.650  1.367  -0.62
C  1.308  -0.787  1.186  -0.07
O  1.073  -0.952  -0.219  -0.43
C  -0.166  -0.432  -0.833  0.74
N  -0.217  -0.454  -2.134  -0.51
C  -1.456  0.123  -2.500  0.21
N  -2.095  0.429  -1.477  -0.18
N  -1.401  0.075  -0.398  -0.26
C  -1.726  0.376  0.955  0.56
O  -1.336  -0.318  1.841  -0.44
H  2.483  0.960  0.895  0.23
H  0.812  1.245  1.118  0.18
H  1.818  0.819  2.348  0.24
H  0.583  -1.050  1.896  0.23
H  2.222  -1.539  1.270  0.23
H  0.426  -0.676  -2.864  0.47
H  -1.770  0.176  -3.493  0.25
H  -2.209  1.354  1.042  0.19

10.
ORCA calculation (ωB97M-V with the def2-TZVPD basis set) on an isolated ion of composition C5H8N3O2 and charge +1.

Results
Charge: +1
HOMO-LUMO gap (spin up / spin down), eV: 7.808 / 7.615
HOMO energy (spin up / spin down), hartree: -0.4630 / -0.4700
Multiplicity: 1

Last column: natural (NBO) charge in e.
Positions of all 18 atoms, in Å:
C  0.312  -2.234  -0.075  -0.08
C  1.410  -2.325  0.590  -0.23
C  0.192  1.822  -1.234  0.44
C  -0.011  0.168  0.646  0.19
C  -0.087  0.291  -0.945  -0.05
N  1.789  -1.139  1.299  -0.07
N  1.066  -0.130  1.356  -0.14
N  -1.029  0.962  1.331  -0.73
O  -0.092  2.742  -0.533  -0.50
O  -1.428  -0.046  -1.239  -0.72
H  -0.789  -2.113  -0.409  0.29
H  2.315  -2.955  0.594  0.28
H  0.846  1.923  -2.160  0.14
H  0.782  -0.243  -1.397  0.24
H  -0.748  1.964  1.323  0.47
H  -1.119  0.690  2.348  0.47
H  -1.881  0.855  0.695  0.48
H  -1.527  -0.232  -2.190  0.52

11.
ORCA calculation (ωB97M-V with the def2-TZVPD basis set) on one molecule with the formula C5H8N4.

Results
HOMO-LUMO gap (spin up / spin down), eV: 8.009 / 8.080
HOMO energy (spin up / spin down), hartree: -0.2804 / -0.2902
Multiplicity: 1

Last column: natural (NBO) charge in e.
Positions of all 17 atoms, in Å:
C  -0.375  -0.144  1.945  0.22
C  0.755  0.895  -0.640  0.04
C  -0.252  -0.827  0.735  0.04
C  0.438  2.242  0.004  -0.62
C  -0.558  -2.294  0.690  -0.63
N  -0.450  0.420  2.947  -0.33
N  2.018  0.417  -0.042  -0.13
N  2.068  -0.424  0.764  -0.02
N  -0.249  -0.113  -0.447  -0.54
H  0.918  1.031  -1.714  0.21
H  1.202  2.960  -0.282  0.23
H  0.404  2.159  1.086  0.24
H  -0.530  2.581  -0.355  0.23
H  0.015  -2.793  -0.094  0.22
H  -1.622  -2.459  0.499  0.22
H  -0.313  -2.753  1.643  0.24
H  -0.318  -0.737  -1.245  0.39

12.
ORCA calculation (ωB97M-V with the def2-TZVPD basis set) on one molecule with the formula C5H8N4.

Results
HOMO-LUMO gap, eV: 8.542
HOMO energy, hartree: -0.2792
SMILES: CN1N=NN2CCC=C12
Multiplicity: 1

Last column: natural (NBO) charge in e.
Positions of all 17 atoms, in Å:
C  -2.431  1.241  0.097  -0.40
N  -1.518  0.165  -0.180  -0.30
N  -1.885  -1.144  -0.071  -0.04
N  -0.896  -1.867  -0.099  -0.01
N  0.225  -1.242  -0.453  -0.26
C  1.552  -1.469  -0.102  -0.22
C  2.095  0.046  0.151  -0.39
C  0.931  1.023  -0.055  -0.39
C  -0.176  0.388  -0.217  0.33
H  -1.978  1.820  0.949  0.19
H  -2.478  1.940  -0.658  0.20
H  -3.417  0.740  0.307  0.23
H  2.039  -2.108  -0.945  0.19
H  1.718  -2.119  0.685  0.20
H  2.842  0.249  -0.651  0.22
H  2.452  0.186  1.146  0.21
H  0.926  2.151  0.096  0.24

ΔE to the lowest compared entry with this formula, charge and spin? In order: 281.96; 376.20; 322.60; 315.40; 129.48; 272.73; 532.65; 574.07; 250.48; 700.55; 193.49; 391.60 kJ/mol.